# C38H101N7O15PSn3

C38H101N7O15PSn3 as an isolated structure in a non-equilibrium geometry (ωB97M-V/def2-TZVPD, the OMol25 dataset).

Geometry as XYZ:
```
165
Properties=species:S:1:pos:R:3
H -6.469 18.017 -12.057
H -14.362 21.232 -4.761
H -11.166 22.528 -12.400
H -9.756 20.352 -13.709
H -9.823 18.000 -12.331
C -12.117 23.452 -10.724
H -15.641 19.872 -15.856
O -11.651 18.538 -12.629
N -15.239 19.561 -13.219
H -17.191 23.166 -16.176
O -14.547 21.906 -6.717
C -9.355 16.110 -17.271
C -15.074 20.736 -15.446
C -7.177 18.818 -11.743
H -10.968 16.831 -14.785
H -8.083 15.248 -19.259
C -11.139 20.679 -15.406
H -13.105 19.933 -9.748
C -16.101 21.145 -8.883
C -16.173 20.335 -12.412
H -14.249 22.088 -9.362
N -14.657 17.164 -6.538
C -8.915 13.681 -12.617
C -9.146 12.931 -14.891
H -9.082 13.619 -10.533
H -9.943 16.816 -11.444
C -18.071 16.587 -8.966
C -11.153 21.109 -16.853
H -12.900 21.124 -7.695
H -8.867 18.738 -10.483
H -10.348 21.832 -16.999
H -12.443 18.707 -6.287
O -17.731 18.689 -12.899
H -10.274 11.462 -10.251
H -16.494 21.269 -9.899
H -9.380 21.795 -14.597
H -9.614 16.621 -13.931
O -12.093 16.387 -11.406
H -12.863 22.085 -5.428
C -11.782 18.120 -19.975
H -18.337 17.650 -8.848
H -16.042 22.296 -17.209
N -14.122 20.001 -9.759
H -6.804 16.484 -10.276
C -17.033 16.727 -6.855
H -16.713 18.707 -11.137
H -9.308 22.868 -10.621
C -7.721 16.848 -15.475
H -10.861 20.309 -17.537
H -8.332 16.498 -9.400
H -12.995 15.830 -6.465
H -7.443 19.170 -12.751
H -17.748 15.970 -6.485
C -18.333 19.469 -13.958
H -10.968 14.884 -11.274
O -12.878 17.362 -19.513
H -17.488 17.646 -6.473
P -12.652 17.462 -12.352
C -8.647 16.164 -19.437
C -8.231 17.994 -11.012
H -16.007 16.673 -5.045
H -12.129 21.499 -17.129
H -13.262 16.649 -4.968
O -13.139 16.735 -13.640
H -8.940 15.099 -17.168
H -16.457 21.922 -8.219
H -14.403 22.882 -4.993
C -7.613 17.132 -9.926
C -13.580 18.003 -18.496
H -12.180 23.370 -9.637
O -8.834 16.938 -18.258
C -11.325 22.321 -11.333
H -14.099 19.897 -7.255
H -11.636 24.414 -10.923
H -10.432 16.036 -17.494
O -12.092 17.428 -7.914
N -11.006 13.866 -11.294
C -13.362 16.783 -6.055
H -11.337 13.628 -10.358
O -6.530 19.770 -11.001
H -13.187 15.414 -16.153
O -11.506 19.269 -15.304
Sn -12.295 14.148 -13.525
H -10.118 18.355 -7.999
C -9.653 13.249 -11.401
H -14.630 17.738 -18.701
H -13.599 19.752 -14.490
H -11.722 20.356 -11.606
H -11.255 17.487 -6.033
H -16.468 20.145 -8.623
H -7.226 17.506 -16.192
H -17.497 21.440 -16.678
H -11.154 18.358 -19.101
H -11.463 19.144 -8.835
C -9.753 11.758 -11.160
H -14.563 19.026 -12.669
H -9.062 20.223 -15.318
N -9.179 17.300 -11.914
O -9.710 13.040 -13.592
H -8.785 11.256 -11.113
H -13.523 17.623 -15.208
H -13.958 21.215 -13.652
C -6.285 20.988 -11.683
Sn -15.808 17.060 -13.600
H -19.206 18.911 -14.287
H -12.200 17.381 -17.039
H -9.535 21.216 -11.169
H -7.401 15.809 -15.428
H -15.663 20.925 -11.642
H -14.168 20.264 -10.745
H -10.224 11.303 -12.037
C -16.761 22.196 -16.383
O -16.861 16.487 -8.212
H -14.830 18.130 -6.272
C -11.038 18.175 -8.550
O -13.965 17.925 -11.614
H -18.952 16.021 -8.658
H -17.968 19.945 -11.253
C -13.574 15.844 -17.087
C -13.946 21.992 -5.437
C -17.200 19.417 -11.819
C -13.982 20.952 -7.549
C -15.791 16.342 -6.075
H -11.147 17.710 -20.755
H -13.539 18.945 -16.008
O -15.991 21.758 -15.264
H -8.136 16.708 -20.227
H -17.914 16.443 -10.036
C -10.008 22.037 -10.622
C -9.784 20.784 -14.712
C -9.183 16.812 -15.940
H -10.267 21.706 -9.615
H -11.850 21.227 -14.768
H -9.927 12.892 -15.654
H -7.554 17.400 -14.552
N -13.984 18.015 -16.028
H -8.580 12.001 -14.971
N -10.062 16.372 -14.819
C -14.442 20.363 -14.138
C -13.301 17.350 -17.162
H -8.513 13.774 -15.163
C -14.580 21.134 -8.943
H -14.665 15.711 -17.018
H -10.896 17.662 -9.501
H -7.871 13.381 -12.532
H -9.015 14.747 -12.824
O -12.141 21.137 -11.194
H -13.485 19.084 -18.597
H -9.529 17.850 -16.070
H -14.340 20.857 -16.258
H -17.644 19.660 -14.786
H -13.175 15.363 -17.977
H -16.724 21.080 -12.986
H -15.615 15.275 -5.967
H -18.658 20.448 -13.603
H -5.840 21.733 -11.036
H -7.148 17.831 -9.227
H -11.644 19.083 -14.351
H -9.656 15.946 -19.809
H -5.576 20.726 -12.476
H -12.063 19.110 -20.370
C -12.215 17.656 -6.526
H -13.110 23.555 -11.165
H -7.196 21.369 -12.143
Sn -14.243 16.485 -9.888
```

Results
Total charge = +3
Lowest unoccupied orbital energy = -9.8 eV
Kohn-Sham gap = 4.8 eV
Total energy = -4003.59767 hartree